1.
{
  "formula": "C5H7BrO",
  "method": "ωB97M-V/def2-TZVPD",
  "homo_energy_ev": -8.19,
  "gap_ev": 8.89,
  "relative_energy_kj_mol": 14.0,
  "lumo_energy_ev": 0.7,
  "symbols": ["C", "C", "C", "C", "C", "O", "Br", "H", "H", "H", "H", "H", "H", "H"],
  "positions_angstrom": [[-0.31664, 0.54061, 0.89418], [0.48859, -0.52483, 0.98460], [-0.04108, 1.26708, -0.37949], [1.04769, 0.45704, -1.00207], [1.33882, -0.57495, -0.19225], [2.26157, -1.54937, -0.42139], [-4.09415, -0.15081, -0.04281], [-1.05967, 0.86142, 1.60214], [0.52395, -1.24649, 1.78452], [-0.93165, 1.30501, -1.01174], [0.26520, 2.29737, -0.19650], [-3.28237, -1.22973, -0.41783], [1.50467, 0.68067, -1.94609], [2.29507, -2.13303, 0.34473]],
  "forces_ev_per_angstrom": [[-0.03, -0.02, 0.11], [-0.27, 0.07, 0.33], [0.12, -0.21, -0.07], [0.22, -0.21, -0.03], [0.03, 0.23, -0.49], [-0.01, 0.00, 0.10], [-0.27, 0.37, 0.12], [-0.10, -0.05, 0.16], [-0.03, -0.08, 0.17], [-0.10, 0.05, -0.01], [0.00, 0.16, 0.04], [0.30, -0.35, -0.12], [0.14, 0.00, -0.20], [0.02, 0.05, -0.11]]
}

---

2.
{
  "formula": "C54H48InN3P2Se4Si",
  "method": "ωB97M-V/def2-TZVPD",
  "homo_energy_ev": -5.64,
  "gap_ev": 5.09,
  "relative_energy_kj_mol": 0.0,
  "lumo_energy_ev": -0.5,
  "symbols": ["In", "C", "C", "C", "C", "C", "C", "N", "C", "C", "C", "C", "C", "N", "C", "C", "C", "C", "C", "C", "N", "H", "H", "H", "H", "H", "H", "H", "H", "H", "H", "H", "H", "H", "H", "H", "Se", "Se", "Se", "Se", "C", "C", "C", "C", "C", "C", "Si", "C", "C", "C", "C", "C", "C", "H", "H", "H", "H", "H", "H", "H", "H", "H", "H", "H", "C", "P", "C", "C", "C", "C", "C", "C", "C", "C", "C", "C", "C", "C", "P", "C", "C", "C", "C", "C", "C", "C", "C", "C", "C", "C", "C", "H", "H", "H", "H", "H", "H", "H", "H", "H", "H", "H", "H", "H", "H", "H", "H", "H", "H", "H", "H", "H", "H"],
  "positions_angstrom": [[0.29974, 0.41356, 1.80041], [3.60358, 0.43719, 0.99794], [3.48727, 0.54745, 2.48823], [4.62978, 0.66039, 3.26839], [4.49863, 0.86071, 4.62698], [3.23542, 0.89870, 5.19170], [2.13811, 0.71490, 4.37024], [2.27509, 0.56376, 3.04789], [0.75038, 0.66792, 4.90462], [0.48489, 0.62613, 6.27306], [-0.82281, 0.59147, 6.69403], [-1.84597, 0.61773, 5.75395], [-1.51718, 0.60720, 4.41199], [-0.23793, 0.57563, 4.01406], [-2.55467, 0.59483, 3.34404], [-3.89268, 0.83739, 3.61162], [-4.79928, 0.76070, 2.56744], [-4.35039, 0.44650, 1.29982], [-2.99015, 0.24405, 1.09233], [-2.44066, -0.03992, -0.26905], [-2.12567, 0.32920, 2.10769], [4.23103, -0.41378, 0.72682], [4.05488, 1.34373, 0.59218], [2.63765, 0.31012, 0.50910], [5.60207, 0.63306, 2.79548], [5.37394, 1.00098, 5.24743], [3.11319, 1.10052, 6.24372], [1.28964, 0.64738, 6.98988], [-1.05524, 0.56684, 7.75011], [-2.87687, 0.61435, 6.07163], [-4.22570, 1.09402, 4.60531], [-5.85030, 0.94626, 2.74688], [-5.03173, 0.36863, 0.46391], [-3.22657, -0.37828, -0.94289], [-1.66004, -0.80024, -0.22432], [-1.99437, 0.86385, -0.69265], [-0.15338, 2.80520, 1.10716], [1.77026, 4.13147, 1.23480], [2.64683, 3.94551, 3.41698], [0.90424, 3.91831, 4.90733], [-3.71100, -3.68901, 2.61147], [-2.86859, -3.16840, 3.58569], [-1.59199, -2.74833, 3.24576], [-1.12182, -2.84407, 1.93270], [-1.97919, -3.38485, 0.97190], [-3.26249, -3.80018, 1.30380], [0.52046, -2.11263, 1.38840], [2.01105, -2.66853, 2.38772], [3.15503, -3.08673, 1.70348], [4.33063, -3.38590, 2.38039], [4.38301, -3.27522, 3.76166], [3.25379, -2.87077, 4.46212], [2.08543, -2.56956, 3.77982], [-4.71106, -4.01078, 2.87307], [-3.21041, -3.08386, 4.61015], [-0.96229, -2.32240, 4.01978], [-1.63833, -3.47887, -0.05435], [-3.91109, -4.21378, 0.54137], [0.75437, -2.55766, 0.00113], [3.12439, -3.17776, 0.62284], [5.20523, -3.70806, 1.82853], [5.29835, -3.50454, 4.29234], [3.28720, -2.78218, 5.54108], [1.22422, -2.23567, 4.34926], [-0.30545, 0.38946, -4.13703], [0.51540, 0.22665, -2.48102], [2.08599, 1.10208, -2.80800], [2.43727, 2.12374, -1.93222], [3.59999, 2.85969, -2.13202], [4.41547, 2.57780, -3.21524], [4.07226, 1.55865, -4.09919], [2.91546, 0.82625, -3.89668], [1.01298, -1.53684, -2.56884], [2.30733, -1.96791, -2.28574], [2.60350, -3.32335, -2.21512], [1.61166, -4.27054, -2.41877], [0.31696, -3.85313, -2.69870], [0.02232, -2.50064, -2.76741], [-0.74312, 2.15366, -4.48136], [-1.68941, 1.97890, -6.04386], [-2.32145, 3.12916, -6.52218], [-3.04798, 3.10457, -7.69977], [-3.14080, 1.92922, -8.43608], [-2.50514, 0.78599, -7.98176], [-1.78602, 0.80962, -6.79147], [-2.13727, 2.37136, -3.30069], [-1.93996, 3.20656, -2.20468], [-2.95863, 3.42121, -1.28279], [-4.18829, 2.80683, -1.45826], [-4.39493, 1.96395, -2.54558], [-3.37529, 1.74606, -3.45850], [-1.20322, -0.23465, -4.14410], [0.37246, 0.03704, -4.91819], [1.79417, 2.35161, -1.08888], [3.85216, 3.65219, -1.43843], [5.31874, 3.15188, -3.37876], [4.70940, 1.33874, -4.94655], [2.66189, 0.02650, -4.58382], [3.09317, -1.24209, -2.11705], [3.61784, -3.63881, -2.00188], [1.84342, -5.32604, -2.36051], [-0.46608, -4.58417, -2.85814], [-0.99923, -2.19257, -2.96582], [-2.24651, 4.05224, -5.95739], [-3.53780, 4.00444, -8.04922], [-3.70276, 1.90923, -9.36083], [-2.56839, -0.13298, -8.55083], [-1.30398, -0.09865, -6.45396], [-0.98048, 3.69022, -2.06369], [-2.78245, 4.06505, -0.43070], [-4.98897, 2.98819, -0.75158], [-5.35704, 1.48672, -2.68866], [-3.54912, 1.10326, -4.31437]],
  "forces_ev_per_angstrom": [[-0.05, -0.03, 0.07], [0.02, -0.02, 0.00], [-0.02, -0.02, 0.00], [0.01, -0.03, 0.01], [0.01, 0.01, 0.00], [-0.01, -0.01, 0.00], [-0.02, -0.01, 0.01], [0.02, 0.14, -0.01], [0.00, 0.03, -0.03], [-0.01, 0.01, 0.01], [0.01, 0.00, 0.00], [0.01, 0.02, -0.01], [0.00, 0.00, 0.01], [-0.01, -0.07, 0.00], [0.02, -0.01, -0.01], [-0.01, -0.02, 0.00], [0.01, 0.01, 0.00], [-0.01, -0.02, 0.00], [0.00, 0.01, 0.00], [-0.01, 0.00, 0.02], [-0.01, 0.03, -0.03], [0.01, 0.01, 0.01], [-0.02, 0.02, 0.00], [-0.01, -0.01, 0.00], [0.00, 0.00, 0.00], [0.00, 0.00, 0.00], [0.00, -0.01, 0.01], [0.00, 0.00, 0.00], [0.00, 0.00, 0.00], [0.00, 0.00, 0.00], [0.00, 0.00, 0.00], [0.00, 0.00, 0.00], [0.00, 0.00, 0.00], [0.01, 0.02, 0.00], [0.00, -0.02, 0.01], [0.01, 0.00, 0.00], [0.02, 0.04, -0.04], [-0.07, -0.04, -0.09], [0.05, -0.03, 0.10], [0.00, 0.01, -0.02], [0.00, 0.00, -0.01], [0.01, 0.01, 0.00], [-0.02, 0.01, 0.00], [0.00, -0.01, 0.01], [0.01, 0.00, -0.01], [0.00, 0.00, 0.00], [0.03, 0.03, 0.05], [0.01, -0.02, -0.03], [0.00, -0.01, 0.01], [0.00, 0.00, 0.00], [0.00, 0.00, 0.00], [-0.01, 0.00, -0.01], [0.00, 0.01, 0.00], [0.00, 0.00, 0.00], [0.00, 0.00, 0.00], [0.00, 0.00, 0.01], [0.00, 0.00, 0.00], [0.00, 0.00, 0.00], [-0.03, 0.01, -0.04], [0.00, 0.00, -0.01], [0.00, 0.00, 0.00], [0.00, 0.00, 0.00], [0.00, 0.00, 0.00], [0.00, 0.00, 0.00], [-0.01, 0.02, 0.04], [0.00, 0.02, -0.02], [-0.01, -0.01, 0.00], [0.01, -0.01, 0.00], [-0.01, 0.01, -0.01], [0.00, 0.00, 0.00], [0.01, 0.00, 0.00], [0.00, -0.01, 0.01], [0.01, 0.01, 0.02], [0.00, -0.02, 0.00], [0.00, 0.01, -0.01], [0.00, 0.00, 0.00], [0.01, 0.00, 0.01], [-0.02, 0.00, 0.00], [-0.01, -0.01, 0.00], [0.01, 0.01, -0.01], [0.00, 0.00, 0.00], [0.00, 0.00, 0.00], [0.00, 0.01, 0.00], [0.00, 0.00, 0.00], [-0.01, 0.00, 0.00], [0.01, -0.03, 0.01], [0.01, 0.00, 0.00], [0.01, -0.01, 0.01], [0.00, 0.01, 0.00], [0.00, 0.01, -0.01], [0.00, 0.01, 0.01], [0.01, 0.00, 0.01], [-0.01, 0.00, -0.01], [0.00, 0.00, 0.00], [0.00, 0.00, 0.00], [0.00, 0.00, 0.00], [0.00, 0.00, 0.00], [0.00, 0.00, 0.00], [0.01, 0.01, 0.00], [0.00, 0.00, 0.00], [0.00, 0.00, 0.00], [0.00, 0.00, 0.00], [0.01, -0.01, 0.00], [0.00, 0.00, 0.00], [0.00, 0.00, 0.00], [0.00, 0.00, 0.00], [0.00, 0.00, 0.00], [0.00, 0.00, 0.00], [0.00, 0.00, 0.00], [0.00, 0.00, 0.00], [0.00, 0.00, 0.00], [0.00, 0.00, 0.00], [0.00, 0.00, -0.01]]
}